w | {
  "formula": "C2H3N2OP",
  "method": "wB97M-V/def2-TZVPD",
  "symbols": ["P", "C", "N", "N", "C", "O", "H", "H", "H"],
  "positions_angstrom": [[-1.21, 1.67, 0.72], [-0.22, 0.28, 0.11], [0.77, -0.79, 0.99], [1.08, -1.65, 0.06], [0.56, -1.44, -1.08], [-0.20, -0.25, -1.09], [-0.41, 2.66, 0.22], [-0.81, 1.42, 2.09], [0.44, -1.90, -2.02]],
  "lowdin_charge": [0.84, -0.51, 0.04, -0.07, -0.17, -0.04, -0.13, -0.07, 0.11],
  "e_lumo_ev": 0.20,
  "smiles": "Pc1nnco1",
  "charge": 0
}

x | {
  "formula": "C2H3N2OP",
  "method": "wB97M-V/def2-TZVPD",
  "symbols": ["C", "C", "N", "N", "O", "P", "H", "H", "H"],
  "positions_angstrom": [[0.91, -1.11, -0.23], [-0.06, -1.43, 0.78], [0.70, 0.11, -0.72], [-0.44, 0.59, -0.32], [-0.40, 2.80, -0.18], [-1.23, -0.09, 0.93], [1.86, -1.55, -0.58], [-0.30, -2.28, 1.28], [-1.03, 2.96, -0.96]],
  "lowdin_charge": [-0.22, -0.32, -0.05, -0.31, -0.15, 0.92, 0.11, -0.02, 0.04],
  "e_lumo_ev": [-3.00, -2.99],
  "charge": 0
}

The structure shown above that is most stable: w.